The following is a quantum chemistry calculation of C36H52AlN9O2Sb as an isolated structure, from OMol25.

Last column: Löwdin charge in e.
Cartesian coordinates (Å):
Al (1.600951, 0.748489, -0.480790)  0.0321
C (6.270405, 6.147200, -1.178503)  -0.0453
C (5.127389, 5.213381, -0.852838)  -0.2761
C (4.013282, 5.628200, -0.132312)  -0.0321
C (2.960204, 4.774529, 0.109395)  -0.0119
C (2.931465, 3.440773, -0.341139)  -0.1745
N (1.859583, 2.595167, -0.104224)  0.0513
C (0.818254, 3.012356, 0.770148)  -0.2227
C (1.032915, 3.543014, 2.043188)  -0.0208
C (-0.015232, 3.932778, 2.859111)  -0.0177
C (-1.341810, 3.774567, 2.463112)  -0.2565
C (-2.493524, 4.159787, 3.360281)  -0.0368
C (-1.570809, 3.203741, 1.222704)  0.0057
C (-0.517693, 2.836721, 0.396489)  -0.1079
N (-0.828226, 2.249773, -0.883696)  -0.0036
C (-1.868386, 2.501947, -1.702731)  -0.0220
C (-1.777845, 1.640247, -2.774703)  -0.0423
C (-0.639518, 0.869113, -2.527181)  -0.1091
N (-0.063106, 1.249104, -1.391257)  0.0529
C (4.034539, 3.051202, -1.123177)  -0.0756
C (5.105042, 3.920945, -1.334296)  0.0050
N (4.083368, 1.776122, -1.829690)  0.0045
C (5.006841, 1.419446, -2.745732)  -0.0274
C (4.647299, 0.211954, -3.292541)  -0.0215
C (3.466085, -0.126417, -2.650794)  -0.0926
N (3.125572, 0.812323, -1.755097)  0.0741
H (6.227042, 7.051081, -0.569078)  0.0771
H (6.229652, 6.454926, -2.226993)  0.0843
H (7.239229, 5.668896, -1.016168)  0.0801
H (3.967283, 6.644231, 0.249459)  0.1194
H (2.109705, 5.157380, 0.651131)  0.1063
H (2.053831, 3.636137, 2.397046)  0.1310
H (0.203588, 4.356279, 3.833481)  0.1187
H (-2.158120, 4.792488, 4.181345)  0.0784
H (-2.962098, 3.271176, 3.790628)  0.0815
H (-3.263154, 4.699555, 2.804736)  0.0836
H (-2.592675, 3.021510, 0.893602)  0.1185
H (-2.582630, 3.281952, -1.480837)  0.1410
H (-2.447515, 1.574680, -3.617857)  0.1139
H (-0.206374, 0.068144, -3.108435)  0.1202
H (5.962137, 3.596386, -1.911364)  0.1052
H (5.861785, 2.029020, -2.975626)  0.1231
H (5.168892, -0.337862, -4.061554)  0.1114
H (2.835040, -0.987068, -2.804177)  0.1072
C (-4.895254, -3.051645, -1.627768)  -0.1074
C (-3.868617, -1.930477, -1.787153)  -0.7104
C (-4.558129, -0.564219, -1.721990)  -0.1312
C (-3.170683, -2.060860, -3.146065)  -0.1385
Sb (-2.250830, -1.895335, -0.284013)  1.6001
C (-1.774283, -4.021425, 0.065348)  -0.7083
C (-2.928842, -4.914168, 0.526531)  -0.1035
C (-0.663507, -4.054414, 1.129098)  -0.1433
C (-1.207794, -4.533809, -1.263890)  -0.1409
C (-3.288859, -1.274454, 1.563223)  -0.7078
C (-2.465319, -1.757733, 2.758539)  -0.1270
C (-4.728627, -1.766399, 1.705708)  -0.1104
C (-3.237603, 0.258042, 1.521806)  -0.1534
H (-5.707695, -2.913113, -2.358006)  0.0903
H (-5.344178, -3.073657, -0.632510)  0.0641
H (-4.450632, -4.029296, -1.826015)  0.0608
H (-5.265210, -0.468046, -2.559779)  0.0919
H (-3.834734, 0.255025, -1.799178)  0.0432
H (-5.124424, -0.425667, -0.798870)  0.0555
H (-3.908171, -1.940757, -3.953989)  0.0899
H (-2.697975, -3.039317, -3.274661)  0.0596
H (-2.398706, -1.293883, -3.281142)  0.0459
H (-3.430050, -4.509054, 1.409664)  0.0610
H (-2.537321, -5.905802, 0.801203)  0.0898
H (-3.677391, -5.063806, -0.250399)  0.0578
H (-1.066090, -3.987171, 2.138685)  0.0568
H (0.066702, -3.245059, 1.005846)  0.0412
H (-0.117149, -5.006982, 1.056029)  0.0814
H (-1.981017, -4.596823, -2.035871)  0.0583
H (-0.793381, -5.543987, -1.126894)  0.0844
H (-0.402119, -3.893397, -1.642715)  0.0536
H (-2.524247, -2.840909, 2.881332)  0.0587
H (-2.860284, -1.302259, 3.679333)  0.0913
H (-1.409253, -1.471018, 2.672772)  0.0641
H (-4.797711, -2.854239, 1.637833)  0.0611
H (-5.393101, -1.340181, 0.951491)  0.0594
H (-5.122132, -1.474485, 2.691193)  0.0897
H (-2.200664, 0.611887, 1.522752)  0.0559
H (-3.734192, 0.672967, 2.413236)  0.0911
H (-3.736221, 0.669232, 0.637041)  0.0571
C (1.867208, -0.531960, 3.668066)  -0.0233
O (1.008708, -0.077532, 2.596189)  -0.0595
C (1.530834, 0.172588, 1.417159)  -0.3527
O (2.760499, -0.011896, 1.198591)  -0.0233
H (1.631509, -1.572861, 3.870261)  0.0914
H (1.627474, 0.072959, 4.534861)  0.0938
H (2.912371, -0.420087, 3.406291)  0.0792
N (4.298587, -2.911663, 0.472054)  0.2146
C (3.434534, -3.725429, -0.137728)  -0.4593
N (3.726119, -5.025612, -0.237189)  0.1943
N (2.288124, -3.340715, -0.701998)  0.1654
C (1.825469, -2.139694, -0.786181)  -0.2697
N (1.224443, -1.157377, -0.999948)  0.2082
H (5.118360, -3.288221, 0.918300)  0.1229
H (3.986381, -1.982750, 0.769413)  0.1097
H (4.559532, -5.415880, 0.162141)  0.1208
H (3.072902, -5.632538, -0.701140)  0.1256

Atoms 1-2, force components in eV/Å:
0.1 0.3 0.3
-0.1 -0.1 0.0

Output
energy	-2528.88510	hartree
strongest force on any atom	0.0205	Eh/bohr
net charge	+1
HOMO	-9.4	eV
energy above the lowest of the compared OMol25 structures with the same formula, charge and spin	71.6	kcal/mol